1.
This record from the OMol25 dataset describes C48H55F9NO4PSSiW as an isolated structure. The level of theory is wB97M-V/def2-TZVPD.

Geometry as XYZ:
```
121
Properties=species:S:1:pos:R:3:lowdin_charge:R:1
W 0.28326 -0.40214 -0.08586 1.28
C -1.94256 -2.47441 -3.17751 -0.04
C -0.96611 -3.03738 -3.97897 -0.04
C 0.35647 -2.68353 -3.78110 0.00
C 0.68132 -1.82295 -2.74704 -0.22
N -0.25595 -1.43449 -1.86451 -0.10
C -1.54582 -1.67133 -2.13433 -0.13
C 1.95882 -1.14066 -2.54184 -0.25
C 2.96772 -1.16139 -3.49970 -0.04
C 4.09344 -0.37525 -3.32907 -0.08
C 4.17193 0.44844 -2.20948 -0.07
C 3.15262 0.46053 -1.26747 -0.10
C 2.02155 -0.35180 -1.38885 -0.30
H -2.99567 -2.66285 -3.33865 0.12
H -1.23622 -3.71949 -4.77966 0.12
H 1.13473 -3.04070 -4.44436 0.11
H -2.24675 -1.18311 -1.49075 0.10
H 2.86711 -1.77452 -4.39179 0.11
H 4.88401 -0.37568 -4.07395 0.10
H 5.02913 1.10286 -2.07894 0.10
H 3.24728 1.13496 -0.42651 0.08
C -1.65532 4.31811 2.58636 -0.03
C -2.07874 2.87137 2.33783 -0.60
C -3.59833 2.78402 2.22039 -0.03
C -1.57655 1.98852 3.46444 -0.04
O -1.42288 2.33854 1.13613 -0.18
Si -1.51793 2.83527 -0.44389 -0.08
S -0.30716 1.52025 -1.56788 0.49
O -0.98805 4.37030 -0.62488 -0.16
C 0.29337 4.99148 -0.80305 -0.65
C 0.14436 6.42163 -0.32407 -0.03
C 0.63202 4.95368 -2.28689 -0.04
C 1.37013 4.26975 0.00603 -0.04
O -3.09394 2.84336 -0.88131 -0.15
C -3.81541 3.38640 -2.00635 -0.64
C -3.03512 3.17273 -3.29908 -0.04
C -5.12578 2.62324 -2.04626 -0.03
C -4.07436 4.87029 -1.77076 -0.02
H -2.07883 4.65964 3.53772 0.09
H -2.00814 4.98063 1.78993 0.08
H -0.56304 4.39482 2.64687 0.08
H -4.06236 2.95798 3.19540 0.09
H -3.88951 1.79674 1.85510 0.08
H -3.97372 3.52648 1.51275 0.08
H -2.11231 2.21064 4.39306 0.09
H -0.50594 2.15530 3.63101 0.09
H -1.73975 0.93860 3.21000 0.06
H -0.69313 6.90091 -0.84152 0.09
H 1.05811 6.99128 -0.52821 0.09
H -0.05290 6.44528 0.75285 0.08
H -0.14279 5.47201 -2.86378 0.09
H 0.69417 3.91422 -2.62983 0.05
H 1.59428 5.44448 -2.47274 0.09
H 1.11075 4.27547 1.07130 0.08
H 2.33457 4.77494 -0.11928 0.09
H 1.46790 3.23299 -0.33182 0.04
H -2.76765 2.11737 -3.41194 0.07
H -2.10499 3.75907 -3.29472 0.08
H -3.63852 3.48392 -4.15893 0.09
H -4.93125 1.55299 -2.18030 0.09
H -5.75323 2.97800 -2.87157 0.09
H -5.66634 2.75960 -1.10418 0.09
H -3.12846 5.40424 -1.65308 0.07
H -4.66788 5.00862 -0.85994 0.09
H -4.62472 5.29890 -2.61695 0.09
C 3.50578 -3.56343 -1.15784 -0.03
C 3.29866 -4.34176 0.11360 -0.25
C 3.94350 -5.57010 0.24754 -0.04
C 3.84961 -6.32293 1.40880 -0.07
C 3.11426 -5.83879 2.47898 -0.07
C 2.44975 -4.62799 2.35735 -0.10
C 2.50385 -3.87968 1.17927 -0.28
P 1.64572 -2.23984 1.22227 1.12
C 0.36542 -2.53095 2.49403 -0.29
C -0.78880 -3.32848 1.84619 -0.11
C -2.86686 -2.19956 2.83621 -0.09
C -2.18966 -1.95323 4.15376 -0.01
C -0.92008 -1.88815 4.51118 -0.03
C 0.30650 -1.95809 3.70054 -0.24
C 1.49572 -1.32750 4.40534 -0.02
C 2.99448 -1.16785 1.82691 -0.32
C 4.24418 -1.64400 2.21267 -0.07
C 5.26328 -0.76069 2.55127 -0.07
C 5.02588 0.60590 2.49489 -0.06
C 3.77666 1.07846 2.11362 -0.04
C 2.75188 0.20259 1.77142 -0.34
C 1.45882 0.72992 1.26452 -0.25
H 4.46837 -3.80959 -1.61195 0.09
H 3.48620 -2.48881 -0.99053 0.06
H 2.72572 -3.80190 -1.88596 0.09
H 4.54999 -5.93080 -0.58083 0.11
H 4.36215 -7.27705 1.48228 0.11
H 3.04778 -6.39897 3.40734 0.11
H 1.88387 -4.25705 3.20278 0.10
H -0.45808 -3.61157 0.86071 0.11
H -3.35686 -3.15100 2.97636 0.14
H -2.90970 -1.83286 4.95848 0.13
H -0.74904 -1.69478 5.56855 0.11
H 1.32203 -1.33916 5.48321 0.08
H 1.64307 -0.28189 4.11485 0.09
H 2.42121 -1.85904 4.20717 0.07
H 4.42925 -2.71279 2.25161 0.11
H 6.23592 -1.14045 2.85477 0.11
H 5.81805 1.30743 2.74308 0.11
H 3.58981 2.14925 2.06276 0.12
H 1.35767 1.79780 1.35726 0.05
H 0.55713 0.25248 1.76573 0.04
F -4.46402 -0.92804 1.53958 0.17
C -4.05770 -1.21981 2.77799 -0.53
F -5.11279 -1.78608 3.44016 0.13
F -3.77854 -0.04949 3.40100 0.12
C -2.01673 -2.37547 1.53518 -0.34
O -1.53182 -1.21300 0.96957 -0.26
C -2.97998 -3.11499 0.47820 -0.50
F -3.58058 -2.25133 -0.36056 0.12
F -2.26549 -3.98076 -0.29058 0.13
F -3.98345 -3.83172 1.03205 0.14
C -1.01026 -4.71485 2.51808 -0.52
F -2.28294 -5.14872 2.41280 0.15
F -0.24716 -5.64699 1.89231 0.13
F -0.69268 -4.76030 3.83004 0.14
```

HOMO-LUMO gap (alpha / beta) = 0.2485 / 0.2666 Ha
2S+1 = 3
charge = 0
highest occupied orbital energy (alpha / beta) = -7.03 / -8.06 eV
E_tot = -114639.9646 eV

***

2.
This record from the OMol25 dataset describes C48H55HfN9O5P as an isolated structure. The level of theory is wB97M-V/def2-TZVPD.

Geometry as XYZ:
```
119
Properties=species:S:1:pos:R:3:lowdin_charge:R:1
Hf 0.03594 0.12836 0.43880 1.84
C -0.17239 -6.96560 -2.14022 -0.01
C -0.39824 -5.51895 -1.65074 -0.22
C -1.64619 -4.99593 -1.53746 0.03
C -1.87799 -3.64441 -1.18263 -0.09
C -3.25778 -3.17421 -1.25875 0.04
N -3.58777 -1.94727 -1.19176 0.09
C -4.96034 -1.39091 -1.11632 -0.13
C -4.98633 -0.16412 -0.25402 -0.17
C -4.23982 -0.24221 1.02892 -0.14
N -4.57099 -1.47562 1.77139 0.11
C -3.94339 -2.03922 2.76954 0.04
C -2.72665 -1.74339 3.47954 -0.08
C -2.79640 -2.27930 4.81244 0.04
C -1.81500 -2.18123 5.77389 -0.24
C -1.90896 -2.84792 7.09653 -0.02
C -0.62776 -1.58426 5.28741 0.08
C -0.54513 -1.02753 4.00051 -0.10
C 0.80329 -0.65462 3.59957 -0.07
N 1.26279 -0.23686 2.45247 -0.06
C 2.78291 -0.35270 2.54733 -0.19
C 3.56091 -0.08073 1.28254 -0.18
C 3.18699 -1.02501 0.16653 -0.18
N 1.75409 -1.44075 0.01175 -0.04
C 1.66991 -2.62280 -0.46109 -0.09
C 0.46850 -3.33177 -0.86586 -0.10
C 0.64773 -4.63631 -1.35140 0.08
C -0.81958 -2.79541 -0.76522 -0.24
O -1.01200 -1.59065 -0.24105 -0.21
C -1.60439 -0.99262 3.03198 -0.27
O -1.42630 -0.31297 1.96735 -0.20
H -1.05380 -7.32132 -2.63257 0.07
H 0.06315 -7.62483 -1.31154 0.09
H 0.63408 -7.02309 -2.87559 0.09
H -2.50699 -5.60999 -1.83756 0.14
H -4.05197 -3.89224 -1.41380 0.16
H -2.87135 -1.21583 -0.96070 0.14
H -5.58500 -2.20533 -0.79272 0.12
H -5.32268 -1.03599 -2.15005 0.17
H -6.06031 0.09668 -0.17592 0.15
H -4.56214 0.66509 -0.78266 0.10
H -4.40592 0.59623 1.72309 0.16
H -3.14360 -0.22300 0.86821 0.09
H -5.38961 -1.95872 1.44911 0.15
H -4.51853 -2.86918 3.15543 0.15
H -3.70766 -2.87840 5.01455 0.14
H -2.52938 -3.75169 6.97270 0.10
H -2.38049 -2.19717 7.81793 0.10
H -0.93929 -3.14281 7.46650 0.09
H 0.27712 -1.72044 5.89967 0.14
H 1.56031 -0.89079 4.36870 0.14
H 3.03472 -1.37281 2.89667 0.14
H 3.02376 0.35995 3.33147 0.11
H 4.58857 -0.27655 1.49953 0.13
H 3.52066 0.92468 0.97879 0.04
H 3.78249 -1.92331 0.25540 0.12
H 3.57763 -0.62806 -0.76405 0.11
H 2.57912 -3.14655 -0.68539 0.12
H 1.66312 -5.00874 -1.34673 0.14
C -2.06279 3.69818 1.95392 -0.05
C -2.83481 4.23856 0.91301 -0.01
C -2.89865 3.53509 -0.24016 0.00
C -2.21790 2.33833 -0.45643 -0.31
N -1.40077 1.87031 0.52612 -0.01
C -1.39130 2.55128 1.72752 -0.14
N -2.43243 1.69661 -1.65999 0.16
C -1.50449 0.94342 -2.17907 -0.29
N -0.29152 0.58891 -1.65613 -0.05
C 0.50915 -0.03321 -2.64822 -0.24
N 1.70422 -0.36406 -2.38821 0.16
C 2.69070 -0.82230 -3.26779 -0.35
C 3.30421 -0.00005 -4.16872 -0.03
C 4.37352 -0.46798 -4.88445 -0.05
C 4.86728 -1.74275 -4.68564 -0.04
C 4.18466 -2.54940 -3.78566 -0.11
N 3.13578 -2.08172 -3.09238 0.11
C -0.35987 -0.14966 -3.87588 -0.06
C -0.20183 -0.68510 -5.15408 -0.01
C -1.27136 -0.79951 -5.99005 -0.05
C -2.50835 -0.19638 -5.68912 -0.04
C -2.64516 0.44978 -4.48971 -0.01
C -1.59140 0.41031 -3.59034 -0.11
H -2.02604 4.15011 2.92088 0.12
H -3.40749 5.15614 0.94649 0.13
H -3.49093 3.88337 -1.04616 0.12
H -0.74791 2.15204 2.54784 0.12
H 3.01718 1.06377 -4.27086 0.13
H 4.84244 0.18590 -5.62916 0.13
H 5.73744 -2.10814 -5.18475 0.11
H 4.49896 -3.56861 -3.54490 0.12
H 0.68947 -1.23276 -5.45500 0.12
H -1.11952 -1.36643 -6.94965 0.14
H -3.25504 -0.22161 -6.43859 0.11
H -3.58342 0.98155 -4.23862 0.13
C 0.31561 6.40417 1.49074 -0.04
C 1.14553 5.42971 2.29197 -0.23
O 0.99794 4.07144 1.79333 -0.35
P 2.08850 2.89960 1.74518 0.90
O 1.48366 2.03801 0.33958 -0.45
C 1.53095 2.98029 -0.82005 -0.25
C 2.71443 2.83733 -1.70097 -0.04
O 3.31027 3.62803 1.07266 -0.33
C 4.66861 3.53591 1.58281 -0.24
C 5.13196 4.92033 2.07714 -0.05
H 0.39656 7.39345 1.96499 0.11
H -0.69420 6.03959 1.54192 0.05
H 0.57791 6.44836 0.46189 0.07
H 0.73286 5.37058 3.28507 0.11
H 2.20190 5.74182 2.37805 0.11
H 1.44596 3.95056 -0.40203 0.08
H 0.59859 2.79909 -1.39525 0.11
H 3.64178 2.83339 -1.17135 0.07
H 2.70074 3.76495 -2.31285 0.12
H 2.59720 2.00670 -2.35678 0.03
H 5.23730 3.08713 0.75679 0.12
H 4.64967 2.84262 2.42376 0.10
H 5.09505 5.68009 1.30353 0.08
H 6.17027 4.97345 2.47217 0.10
H 4.42332 5.26052 2.83130 0.07
```

HOMO-LUMO gap = 0.2516 Ha
charge = +3
highest occupied orbital energy = -14.87 eV
E_tot = -84895.9812 eV

***

Here are the calculated molecular weight numbers, same order: 1155.92, 1047.49 (g/mol).
Here are the calculated F_max numbers, same order: 0.0200, 0.0577 (hartree/bohr).
Here are the calculated relative energy (zero: lowest compared OMol25 entry of this formula, charge and spin) numbers, same order: 45.80, 0.00 (kcal per mole).